# 1
ORCA calculation (ωB97M-V/def2-TZVPD) on a molecular structure, C41H39N5O2S2V at a distorted geometry.

energy relative to the best compared isomer or geometry (same formula, charge and spin): 19.14 kJ/mol
multiplicity: 4
orbital gap (alpha / beta): 6.590 / 7.369 eV
<S²>: 3.77

Each line ends with the Löwdin spin population.
Geometry (Å):
V -0.0562 -1.6410 -0.6294  1.9551
C 0.2138 -1.3783 3.2937  0.0015
C 1.4785 -2.0566 2.8429  0.0014
C 2.6333 -1.9198 3.6115  0.0007
C 3.8143 -2.5461 3.2521  -0.0001
C 3.8458 -3.3404 2.1141  0.0006
C 2.7123 -3.4966 1.3249  0.0013
C 2.7676 -4.3909 0.1146  0.0002
C 1.5405 -2.8291 1.6883  0.0078
N 0.4087 -2.9336 0.8048  -0.0017
C -0.4080 -4.0353 0.9554  0.0044
O -0.3909 -4.8741 1.8295  0.0044
C -1.3551 -4.1752 -0.2368  0.0164
C -2.1565 -5.2570 -0.5293  -0.0036
C -2.7781 -5.2841 -1.7758  0.0169
C -2.5515 -4.2781 -2.7118  -0.0036
C -1.7411 -3.2288 -2.3366  0.0165
N -1.2180 -3.1924 -1.1169  -0.0019
C -1.1892 -2.1341 -3.2446  0.0043
O -1.5550 -2.0414 -4.3968  0.0031
N -0.2187 -1.4037 -2.5890  -0.0043
C 0.4972 -0.4427 -3.3883  0.0057
C 1.8238 -0.7080 -3.7055  0.0018
C 2.4909 -1.9770 -3.2457  0.0018
C 2.5370 0.2402 -4.4316  0.0003
C 1.9403 1.4286 -4.8230  0.0000
C 0.6174 1.6761 -4.4847  0.0001
C -0.1240 0.7467 -3.7628  0.0000
C -1.5571 1.0253 -3.3992  0.0007
H 0.1713 -1.3594 4.3838  0.0000
H -0.6791 -1.8746 2.9201  0.0009
H 0.1766 -0.3444 2.9405  0.0009
H 2.5881 -1.3219 4.5158  0.0000
H 4.7015 -2.4327 3.8630  0.0000
H 4.7598 -3.8492 1.8305  0.0001
H 3.8008 -4.6579 -0.1066  0.0000
H 2.3400 -3.9276 -0.7770  0.0002
H 2.2102 -5.3154 0.2857  0.0000
H -2.2494 -6.0549 0.1943  -0.0004
H -3.4097 -6.1227 -2.0403  0.0010
H -2.9577 -4.3034 -3.7136  -0.0004
H 2.4989 -2.0597 -2.1534  0.0013
H 3.5305 -2.0042 -3.5709  0.0001
H 1.9865 -2.8655 -3.6298  0.0001
H 3.5721 0.0402 -4.6844  0.0000
H 2.5045 2.1615 -5.3863  0.0000
H 0.1455 2.6053 -4.7837  0.0000
H -1.8213 2.0523 -3.6532  0.0000
H -1.7422 0.8704 -2.3335  0.0012
H -2.2308 0.3570 -3.9389  0.0001
S 1.3318 0.2424 -0.1335  0.1062
C 0.2205 1.4014 0.4875  0.1918
N 0.6866 2.6075 0.8931  0.1374
C -0.1459 3.4459 1.7414  0.0120
C -1.5483 3.4278 1.1992  0.0128
N -2.0072 2.0482 1.1502  0.1617
C -3.4022 1.7809 1.4996  0.0111
C -4.3643 2.1344 0.3852  0.0071
C -4.7361 3.4617 0.1824  0.0007
C -5.5910 3.8112 -0.8537  0.0002
C -6.0944 2.8282 -1.6960  0.0002
C -5.7430 1.5010 -1.4908  0.0002
C -4.8825 1.1566 -0.4557  0.0013
C -1.1675 1.0965 0.6668  0.2233
S -1.8234 -0.4616 0.2827  0.0618
C 2.0725 3.0394 0.7266  0.0108
C 2.8015 3.0496 2.0508  0.0058
C 3.2987 4.2265 2.5916  0.0010
C 3.9533 4.2188 3.8204  0.0001
C 4.1064 3.0287 4.5148  0.0004
C 3.6068 1.8446 3.9789  0.0001
C 2.9590 1.8538 2.7547  0.0015
H 0.2599 4.4572 1.7329  0.0005
H -0.1303 3.0868 2.7756  0.0034
H -1.5692 3.8779 0.2011  0.0042
H -2.2204 3.9955 1.8407  0.0003
H -3.6280 2.3789 2.3853  0.0025
H -3.4916 0.7341 1.7748  0.0006
H -4.3638 4.2329 0.8482  0.0002
H -5.8712 4.8469 -0.9973  0.0000
H -6.7624 3.0953 -2.5051  0.0000
H -6.1369 0.7296 -2.1403  0.0001
H -4.5985 0.1222 -0.3050  0.0002
H 2.0712 4.0352 0.2772  0.0038
H 2.5544 2.3591 0.0307  0.0001
H 3.1784 5.1578 2.0475  0.0002
H 4.3402 5.1420 4.2329  0.0000
H 4.6153 3.0195 5.4702  0.0000
H 3.7284 0.9110 4.5143  0.0000
H 2.5752 0.9289 2.3340  0.0014

Cartesian forces, eV/Å:
V 0.4 1.0 0.4
C 0.0 0.0 0.0
C 0.0 0.1 0.2
C 0.0 0.0 0.0
C 0.0 0.0 -0.1
C 0.0 0.1 0.1
C 0.2 0.0 0.0
C 0.0 0.0 0.0
C -0.4 -0.2 -0.4
N -0.1 -0.8 0.1
C 0.2 0.5 -0.4
O 0.0 -0.1 0.2
C 0.3 0.2 0.1
C -0.1 -0.1 0.0
C 0.0 -0.1 0.0
C -0.1 -0.1 0.0
C 0.3 0.2 0.0
N -0.3 -0.4 -0.2
C 0.4 0.0 0.6
O -0.1 0.0 -0.2
N -0.3 -0.4 -0.8
C -0.4 -0.3 0.4
C 0.3 0.0 0.0
C 0.0 0.0 0.0
C 0.0 0.0 0.0
C 0.0 0.0 0.0
C 0.0 0.0 0.0
C -0.1 0.2 -0.1
C 0.0 0.0 0.0
H 0.0 0.0 0.0
H 0.0 -0.1 0.0
H 0.0 0.1 -0.1
H 0.0 0.0 0.0
H 0.0 0.0 0.0
H 0.0 0.0 0.0
H 0.0 0.0 0.0
H 0.0 0.1 0.0
H 0.0 0.0 0.0
H 0.0 0.0 0.0
H 0.0 0.0 0.0
H 0.0 0.0 0.0
H 0.0 0.1 0.0
H 0.0 0.0 0.0
H 0.0 0.0 0.0
H 0.0 0.0 0.0
H 0.0 0.0 0.0
H 0.0 0.0 0.0
H 0.0 0.0 0.0
H 0.0 0.0 0.0
H 0.0 0.0 0.0
S 0.0 0.1 0.0
C -0.3 -0.3 0.1
N 0.1 0.3 0.0
C 0.2 0.0 -0.1
C -0.1 -0.1 -0.1
N -0.1 0.1 0.2
C 0.0 0.1 -0.2
C -0.1 0.1 0.0
C 0.0 0.0 0.0
C 0.0 -0.1 0.0
C 0.0 0.0 0.0
C 0.0 0.0 0.0
C 0.0 0.0 -0.1
C 0.3 0.0 -0.1
S 0.0 0.1 0.0
C 0.0 -0.1 0.2
C 0.0 -0.1 0.0
C 0.0 0.0 0.0
C 0.0 0.0 0.0
C 0.0 0.0 0.0
C 0.0 0.1 0.0
C 0.0 0.0 0.0
H 0.0 0.0 0.0
H 0.0 0.0 0.0
H 0.0 0.0 0.0
H 0.0 0.0 0.0
H 0.0 0.0 0.0
H 0.0 0.0 0.0
H 0.0 0.0 0.0
H 0.0 0.0 0.0
H 0.0 0.0 0.0
H 0.0 0.0 0.0
H 0.0 0.0 0.0
H 0.0 0.1 0.1
H 0.0 0.0 0.0
H 0.0 0.0 0.0
H 0.0 0.0 0.0
H 0.0 0.0 0.0
H 0.0 0.0 0.0
H 0.0 0.0 0.0

# 2
ORCA calculation (ωB97M-V/def2-TZVPD) on a molecular structure, C41H39N8O3P2RuS2.

multiplicity: 6
orbital gap (alpha / beta): 5.185 / 5.272 eV
<S²>: 8.80

Each line ends with the Löwdin spin population.
Geometry (Å):
Ru -0.2705 0.1139 -0.1506  2.3781
C -2.6237 5.4497 -3.1228  0.0423
C -1.8754 6.1363 -2.1496  0.0348
C -1.2166 5.4597 -1.1411  0.0342
C -1.3156 4.0702 -1.1242  0.0514
C -0.7588 3.0713 -0.2536  0.2263
N -1.1823 1.8423 -0.6731  0.0017
C -1.9434 1.9830 -1.7922  0.2091
N -2.5345 1.0013 -2.5168  0.0530
C -2.1541 -0.2315 -2.4576  0.0940
C -2.7869 -1.3234 -3.2257  0.0099
C -3.8825 -1.3346 -4.0607  0.0119
C -4.2254 -2.5510 -4.6455  0.0115
C -3.4825 -3.7043 -4.4002  0.0116
C -2.3719 -3.6778 -3.5610  0.0117
C -2.0489 -2.4699 -2.9810  0.0100
C -0.9633 -2.0941 -2.0522  0.0923
N -0.0432 -2.9217 -1.6585  0.0597
C 0.9235 -2.5703 -0.7808  0.2010
N 0.9484 -1.4828 0.0429  0.0045
C 2.1072 -1.4845 0.7712  0.2162
N 2.5132 -0.5709 1.6909  0.0559
C 1.9875 0.6107 1.7846  0.0967
N 1.0368 1.1804 0.9825  0.0901
C 0.8044 2.4825 1.3712  0.0979
N 0.0337 3.3548 0.8161  0.0476
C 1.6599 2.7620 2.5470  0.0103
C 1.8046 3.8926 3.3224  0.0121
C 2.7154 3.8341 4.3743  0.0114
C 3.4528 2.6784 4.6249  0.0116
C 3.3019 1.5438 3.8320  0.0117
C 2.3924 1.6109 2.7976  0.0105
C 2.8623 -2.6575 0.4203  0.0529
C 4.0957 -3.1410 0.8542  0.0337
C 4.5591 -4.3132 0.2893  0.0352
C 3.8132 -4.9993 -0.6870  0.0424
C 2.5886 -4.5250 -1.1177  0.0276
C 2.1202 -3.3410 -0.5528  0.0570
N -1.0941 -0.7644 -1.7583  0.0874
C -2.0613 3.3872 -2.0934  0.0554
C -2.7280 4.0716 -3.1056  0.0282
H -3.1290 6.0158 -3.8946  0.0016
H -1.8211 7.2166 -2.1923  0.0010
H -0.6444 5.9829 -0.3863  0.0012
H -4.4552 -0.4344 -4.2393  0.0004
H -5.0870 -2.6048 -5.2981  0.0004
H -3.7778 -4.6346 -4.8677  0.0004
H -1.7887 -4.5657 -3.3547  0.0003
H 1.2253 4.7832 3.1174  0.0004
H 2.8525 4.6985 5.0110  0.0004
H 4.1522 2.6643 5.4508  0.0004
H 3.8660 0.6391 4.0169  0.0003
H 4.6608 -2.6130 1.6110  0.0012
H 5.5120 -4.7184 0.6048  0.0010
H 4.2085 -5.9174 -1.1023  0.0016
H 2.0026 -5.0480 -1.8624  0.0009
H -3.3063 3.5335 -3.8453  0.0008
C 2.9226 2.2228 -3.7854  0.0032
P 2.7028 0.9962 -2.4960  0.0072
C 3.2565 -0.5727 -3.1698  0.0007
C 3.8773 1.4011 -1.1990  0.0002
O 1.2950 0.9401 -1.9980  0.0528
H 3.9520 2.2580 -4.1443  0.0007
H 2.6385 3.1968 -3.3855  0.0000
H 2.2539 1.9776 -4.6110  0.0000
H 4.2785 -0.5179 -3.5463  0.0001
H 2.5826 -0.8684 -3.9746  0.0000
H 3.2011 -1.3234 -2.3776  0.0006
H 4.9033 1.4008 -1.5701  0.0000
H 3.7790 0.6580 -0.4044  0.0008
H 3.6353 2.3832 -0.7904  0.0001
C -4.9796 -2.2937 4.6667  0.0002
C -4.4824 -0.9377 4.2036  0.0008
C -3.2905 -0.4414 4.9988  0.0065
O -4.2487 -0.9562 2.7743  0.0110
P -2.9913 -1.4660 1.9456  0.0291
S -3.5693 -1.8770 0.1375  0.0140
S -1.4532 -0.1613 2.1673  0.2009
O -2.5629 -2.7495 2.8193  0.0082
C -1.2726 -3.3923 2.7223  0.0016
C -1.1432 -4.1839 1.4358  0.0010
C -1.1529 -4.2610 3.9564  0.0001
H -5.3547 -2.2084 5.6892  0.0000
H -4.1785 -3.0314 4.6440  0.0000
H -5.7901 -2.6404 4.0258  0.0000
H -5.2954 -0.2169 4.2969  0.0000
H -2.4590 -1.1449 4.9346  0.0021
H -3.5806 -0.3437 6.0471  0.0004
H -2.9476 0.5263 4.6354  0.0027
H -0.5160 -2.6043 2.7499  0.0012
H -1.9531 -4.9123 1.3570  0.0002
H -0.1871 -4.7134 1.4347  0.0002
H -1.1911 -3.5373 0.5604  0.0005
H -1.9303 -5.0281 3.9537  0.0000
H -1.2579 -3.6611 4.8614  0.0000
H -0.1784 -4.7524 3.9752  0.0000

Cartesian forces, eV/Å:
Ru -0.4 -0.1 0.4
C 0.0 0.0 0.0
C 0.0 0.0 0.0
C 0.0 0.0 0.0
C 0.0 0.1 0.1
C 0.0 0.0 0.1
N 0.2 0.0 -0.1
C -0.1 0.0 0.0
N 0.1 0.1 0.1
C 0.0 -0.1 0.0
C 0.0 0.2 0.0
C -0.1 0.0 0.0
C 0.0 0.0 0.0
C 0.0 0.0 0.0
C 0.0 -0.1 0.0
C 0.2 -0.1 0.1
C -0.2 0.1 0.0
N 0.2 0.1 0.1
C 0.0 0.0 0.0
N 0.1 0.0 -0.1
C 0.0 0.1 0.1
N 0.0 -0.2 -0.1
C -0.1 0.2 0.0
N 0.1 0.1 0.0
C 0.1 -0.1 0.1
N -0.1 0.0 -0.2
C -0.1 0.0 -0.1
C 0.0 0.1 0.1
C 0.0 0.0 0.0
C 0.0 0.0 0.0
C 0.0 0.0 0.1
C 0.0 -0.2 -0.1
C 0.1 0.1 0.1
C 0.0 0.0 0.0
C 0.0 0.0 0.0
C 0.0 0.0 0.0
C 0.0 0.0 0.0
C -0.1 -0.1 -0.1
N 0.0 -0.1 -0.1
C -0.1 -0.1 -0.1
C 0.0 0.0 0.0
H 0.0 0.0 0.0
H 0.0 0.0 0.0
H 0.0 0.0 0.0
H 0.0 0.0 0.0
H 0.0 0.0 0.0
H 0.0 0.0 0.0
H 0.0 0.0 0.0
H 0.0 0.0 0.0
H 0.0 0.0 0.0
H 0.0 0.0 0.0
H 0.0 0.0 0.0
H 0.0 0.0 0.0
H 0.0 0.0 0.0
H 0.0 0.0 0.0
H 0.0 0.0 0.0
H 0.0 0.0 0.0
C 0.0 0.1 -0.1
P -0.1 -0.1 0.2
C 0.0 -0.1 0.0
C 0.1 0.0 0.1
O 0.1 0.1 -0.2
H 0.0 0.0 0.0
H 0.0 0.0 0.0
H 0.0 0.0 0.0
H 0.0 0.0 0.0
H 0.0 0.0 0.0
H 0.0 0.0 0.0
H 0.0 0.0 0.0
H 0.0 0.0 0.0
H 0.0 0.0 0.0
C 0.0 0.0 0.0
C 0.1 0.0 0.0
C 0.0 0.0 0.0
O 0.0 0.0 0.0
P -0.1 -0.2 0.0
S 0.0 0.1 0.0
S 0.2 0.3 -0.3
O 0.0 -0.1 -0.1
C -0.1 0.0 0.0
C 0.0 0.0 0.0
C 0.0 0.0 0.0
H 0.0 0.0 0.0
H 0.0 0.0 0.0
H 0.0 0.0 0.0
H 0.0 0.0 0.0
H 0.0 0.0 0.0
H 0.0 0.0 0.0
H 0.0 0.0 0.0
H 0.0 0.0 0.0
H 0.0 0.0 0.0
H 0.0 0.0 0.0
H 0.0 -0.1 0.1
H 0.0 0.0 0.0
H 0.0 0.0 0.0
H 0.0 0.0 0.0

# 3
ORCA calculation (ωB97M-V/def2-TZVPD) on a molecular structure, C41H40Cl2O4P3PtSTe.

energy relative to the best compared isomer or geometry (same formula, charge and spin): 39.21 kJ/mol
net charge: +1
multiplicity: 1
orbital gap: 6.627 eV

Each line ends with the Löwdin charge.
Geometry (Å):
Pt 0.5185 -0.0345 -0.5792  0.4984
O 3.4815 -1.1697 -0.1810  -0.4089
S 2.3980 -0.4134 0.4398  0.6492
C 3.0348 1.1680 0.9580  -0.4034
C 4.3997 1.3557 1.0512  -0.0548
C 4.8590 2.6214 1.3961  -0.0371
C 3.9596 3.6509 1.6300  -0.0486
C 2.5894 3.4424 1.5148  -0.0597
C 2.1121 2.1889 1.1628  -0.3522
P 0.3693 1.7823 0.8151  0.9433
C -0.3942 3.3111 0.2308  -0.3380
C -0.5309 3.5393 -1.1328  -0.0999
C -1.0637 4.7398 -1.5804  -0.0643
C -1.4518 5.7124 -0.6734  -0.0611
C -1.3140 5.4881 0.6919  -0.0620
C -0.7944 4.2880 1.1463  -0.0873
C -0.4021 1.5058 2.4303  -0.3555
C -1.7912 1.3855 2.4611  -0.0952
C -2.4416 1.2022 3.6696  -0.0802
C -1.7094 1.1044 4.8469  -0.0651
C -0.3255 1.1985 4.8152  -0.0625
C 0.3294 1.4094 3.6090  -0.0768
C 1.9724 -1.1903 2.0173  -0.3367
C 2.8799 -1.0470 3.0590  -0.0570
C 2.6173 -1.6553 4.2742  -0.0461
C 1.4687 -2.4185 4.4338  -0.0426
C 0.5903 -2.5914 3.3759  -0.0607
C 0.8184 -1.9747 2.1486  -0.3260
P -0.1707 -2.2618 0.6340  1.0119
C 0.3546 -3.9471 0.1986  -0.3493
C -0.3888 -5.0842 0.5077  -0.0819
C 0.0911 -6.3406 0.1711  -0.0706
C 1.3182 -6.4723 -0.4654  -0.0710
C 2.0662 -5.3438 -0.7681  -0.0640
C 1.5840 -4.0846 -0.4441  -0.1159
C -1.9172 -2.3993 1.0737  -0.3631
C -2.4556 -1.9136 2.2605  -0.0949
C -3.8299 -1.9267 2.4613  -0.0728
C -4.6758 -2.4140 1.4778  -0.0701
C -4.1447 -2.8891 0.2847  -0.0672
C -2.7761 -2.8773 0.0813  -0.1053
H 5.0775 0.5417 0.8291  0.1243
H 5.9226 2.8061 1.4635  0.1175
H 4.3278 4.6377 1.8769  0.1171
H 1.9037 4.2689 1.6518  0.1122
H -0.2165 2.7867 -1.8429  0.0498
H -1.1716 4.9161 -2.6427  0.1081
H -1.8664 6.6476 -1.0264  0.1110
H -1.6204 6.2450 1.4017  0.1105
H -0.7104 4.1100 2.2114  0.1117
H -2.3648 1.4456 1.5421  0.1232
H -3.5210 1.1285 3.6925  0.1109
H -2.2189 0.9561 5.7901  0.1102
H 0.2460 1.1245 5.7312  0.1107
H 1.4089 1.5005 3.5924  0.1041
H 3.7766 -0.4557 2.9329  0.1150
H 3.3134 -1.5405 5.0942  0.1165
H 1.2659 -2.8957 5.3835  0.1162
H -0.2812 -3.2227 3.4977  0.1160
H -1.3452 -4.9935 1.0080  0.1040
H -0.4924 -7.2195 0.4121  0.1080
H 1.6907 -7.4549 -0.7233  0.1082
H 3.0242 -5.4395 -1.2619  0.1111
H 2.1804 -3.2115 -0.6827  0.0555
H -1.8098 -1.5195 3.0341  0.0877
H -4.2379 -1.5590 3.3942  0.1065
H -5.7458 -2.4258 1.6375  0.1083
H -4.8000 -3.2740 -0.4857  0.1089
H -2.3661 -3.2548 -0.8492  0.1016
Cl 2.8503 5.0675 -1.8067  0.5359
C 3.2093 3.7746 -2.9626  -0.9700
Cl 2.6465 2.1955 -2.3930  0.5440
H 4.2829 3.7322 -3.0987  0.0278
H 2.7017 4.0019 -3.8921  0.0250
C -0.2630 1.4425 -6.0568  -0.0614
C -1.2042 1.9331 -4.9836  -0.2311
O -0.7516 1.5013 -3.6736  -0.2970
P -0.9971 0.0923 -3.0220  0.1083
O -1.3243 0.2918 -1.5368  -0.5256
Te 0.9468 -1.2859 -2.9833  0.6439
O -2.2217 -0.4429 -3.8468  -0.2593
C -2.6134 -1.8396 -3.9271  -0.2596
C -2.1970 -2.4105 -5.2574  -0.0693
H -0.5741 1.8337 -7.0262  0.0875
H -0.2660 0.3531 -6.1122  0.0689
H 0.7558 1.7734 -5.8568  0.0816
H -2.2217 1.5819 -5.1381  0.1140
H -1.2137 3.0195 -4.9205  0.1194
H -3.6947 -1.8352 -3.8063  0.1259
H -2.1658 -2.3807 -3.0924  0.0810
H -2.6512 -1.8539 -6.0769  0.0862
H -2.5253 -3.4486 -5.3241  0.0875
H -1.1128 -2.3906 -5.3718  0.0561

Cartesian forces, eV/Å:
Pt -0.5 -0.3 0.2
O -0.1 0.1 0.1
S 0.4 -0.1 0.1
C -0.1 0.0 0.0
C 0.0 0.0 0.0
C 0.0 0.0 0.0
C 0.0 0.0 0.0
C 0.0 0.0 0.0
C 0.1 -0.1 0.0
P 0.0 0.2 -0.1
C 0.0 0.0 0.0
C 0.1 0.0 -0.1
C 0.0 0.0 0.0
C 0.0 0.0 0.0
C 0.0 0.0 0.0
C 0.0 0.0 0.0
C 0.0 0.0 0.0
C 0.0 0.0 0.0
C 0.0 0.0 0.0
C 0.0 0.0 0.0
C 0.0 0.0 0.0
C 0.0 0.0 0.0
C 0.0 0.0 0.0
C -0.1 0.0 0.0
C 0.0 0.0 0.0
C 0.0 0.0 0.0
C 0.0 0.0 -0.1
C 0.2 0.1 -0.1
P 0.0 0.1 0.0
C 0.0 0.0 0.0
C 0.0 0.0 0.0
C 0.0 0.0 0.0
C 0.0 0.0 0.0
C 0.0 0.0 0.0
C 0.0 0.0 0.0
C 0.0 0.1 0.2
C 0.0 0.0 0.0
C 0.0 0.0 0.0
C 0.0 0.0 0.0
C 0.0 0.0 0.0
C 0.0 0.0 0.0
H 0.0 0.0 0.0
H 0.0 0.0 0.0
H 0.0 0.0 0.0
H 0.0 0.0 0.0
H 0.0 0.0 0.0
H 0.0 0.0 0.0
H 0.0 0.0 0.0
H 0.0 0.0 0.0
H 0.0 0.0 0.0
H 0.0 0.0 0.0
H 0.0 0.0 0.0
H 0.0 0.0 0.0
H 0.0 0.0 0.0
H 0.0 0.0 0.0
H 0.0 0.0 0.0
H 0.0 0.0 0.0
H 0.0 0.0 0.0
H 0.0 0.0 0.0
H 0.0 0.0 0.0
H 0.0 0.0 0.0
H 0.0 0.0 0.0
H 0.0 0.0 0.0
H 0.0 0.0 0.0
H 0.0 0.0 0.0
H 0.0 0.0 0.0
H 0.0 0.0 0.0
H 0.0 0.0 0.0
H 0.0 0.0 0.0
Cl 0.0 0.0 0.0
C 0.0 0.0 0.1
Cl 0.0 0.1 -0.1
H 0.0 0.0 0.0
H 0.0 0.0 0.0
C 0.0 0.0 0.0
C 0.1 -0.1 0.0
O -0.2 0.2 0.0
P 0.3 -0.2 0.1
O 0.1 0.1 -0.2
Te 0.0 0.1 -0.2
O -0.2 0.0 -0.1
C 0.0 0.1 0.1
C 0.0 -0.1 0.0
H 0.0 0.0 0.0
H 0.0 0.0 0.0
H 0.0 0.0 0.0
H 0.0 0.0 0.0
H 0.0 0.0 0.0
H 0.0 0.0 0.0
H 0.0 0.0 0.0
H 0.0 0.0 0.0
H 0.0 0.0 0.0
H 0.0 0.0 0.0

| no. | electronic energy (a.u.) |
| --- | --- |
| 1 | -3750.5744 |
| 2 | -3823.7865 |
| 3 | -4617.2464 |